1.
{"formula": "C5H13N3", "method": "ωB97M-V/def2-TZVPD", "e_homo_ev": -6.615, "total_charge": 0, "homo_lumo_gap_ev": 7.6, "symbols": ["C", "C", "C", "C", "N", "C", "N", "N", "H", "H", "H", "H", "H", "H", "H", "H", "H", "H", "H", "H", "H"], "xyz": [[-0.947032, -1.798613, 0.717991], [-1.110691, -0.301015, 0.587555], [-1.691282, 0.074408, -0.888087], [0.079609, 0.588958, 0.442413], [-0.094820, 1.877062, 1.033217], [1.251300, 0.317009, -0.197636], [2.160286, 1.391612, -0.429248], [1.525244, -0.916901, -0.840579], [-1.932293, -2.269765, 0.725218], [-0.409569, -2.227927, -0.122996], [-0.431544, -2.049516, 1.645758], [-1.779888, 0.098990, 1.354937], [-2.670480, -0.394769, -0.935844], [-1.846623, 1.131916, -1.092868], [-1.076653, -0.393253, -1.651016], [-0.576967, 1.820367, 1.918554], [0.798115, 2.331609, 1.178912], [1.738020, 2.161443, -0.947151], [3.025486, 1.095430, -0.867065], [1.649893, -1.685776, -0.191541], [2.339888, -0.851267, -1.440522]], "forces_ev_per_a": [[-0.12, -0.01, 0.13], [-0.19, 1.40, -3.20], [-1.33, -1.40, 1.42], [2.51, -0.21, 1.46], [0.06, -0.07, -0.29], [-1.47, 0.65, 0.29], [0.06, 0.01, -0.02], [0.29, -0.20, -0.04], [0.00, 0.00, 0.14], [0.04, 0.07, 0.00], [0.02, -0.11, 0.03], [0.08, -0.07, -0.10], [-0.41, -0.10, -0.38], [0.37, 0.05, 0.36], [0.27, 0.07, 0.06], [-0.08, -0.05, 0.04], [0.03, 0.04, -0.06], [0.19, -0.28, 0.06], [-0.20, 0.15, 0.13], [0.07, 0.14, -0.12], [-0.19, -0.07, 0.07]], "lowdin_charge": [-0.0848, -0.3227, -0.0553, -0.3333, 0.0756, -0.3957, 0.0627, 0.0758, 0.0777, 0.0589, 0.0797, 0.1263, 0.0583, 0.0722, 0.0665, 0.0712, 0.0621, 0.0871, 0.0694, 0.0766, 0.0716]}


2.
{"formula": "C5H13N3O", "method": "ωB97M-V/def2-TZVPD", "e_homo_ev": -7.053, "total_charge": 0, "homo_lumo_gap_ev": 8.0, "symbols": ["C", "C", "N", "C", "N", "H", "H", "H", "H", "H", "H", "H", "H", "C", "C", "N", "O", "H", "H", "H", "H", "H"], "xyz": [[1.147498, 1.953735, -0.072505], [1.027569, -1.817966, -0.269466], [0.616581, 0.594485, -0.101978], [1.532644, -0.406751, -0.422721], [2.681138, -0.073894, -0.868787], [-0.100128, 0.298715, 1.025194], [3.275990, -0.877299, -1.054265], [1.367380, 2.331407, -1.074608], [2.089615, 1.963675, 0.475440], [0.409711, 2.598911, 0.405920], [1.138507, -2.373817, -1.198246], [-0.026855, -1.901317, 0.004508], [1.576945, -2.316214, 0.527134], [-0.708380, 0.588991, -1.246215], [-1.946672, -0.447949, 1.061775], [-3.144876, -0.592659, 1.639909], [-0.991694, -0.044118, 1.837921], [-3.311121, -0.346353, 2.616128], [-3.912197, -0.962812, 1.110304], [-1.382187, 1.393687, -0.988372], [-0.114699, 0.795658, -2.134312], [-1.224769, -0.358115, -1.272757]], "forces_ev_per_a": [[0.14, 0.23, -0.09], [-0.37, -0.25, 0.16], [-3.53, 0.61, -0.78], [0.87, -0.78, -1.14], [-0.50, 0.09, 0.44], [-1.15, -0.71, 0.76], [-0.17, -0.11, 0.07], [-0.05, -0.09, 0.02], [-0.16, 0.01, 0.07], [0.08, -0.06, 0.00], [0.30, 0.00, -0.04], [0.04, 0.41, 0.04], [0.19, -0.07, -0.06], [3.08, 0.05, 0.90], [-0.24, -0.64, -0.82], [0.23, 0.24, 0.91], [0.96, 0.96, -0.71], [0.02, -0.12, -0.08], [0.11, 0.08, -0.02], [0.15, 0.06, 0.30], [-0.23, 0.14, -0.25], [0.24, -0.04, 0.32]], "lowdin_charge": [-0.0892, -0.0178, -0.1607, -0.4756, 0.1560, 0.1067, 0.0597, 0.0848, 0.0870, 0.0924, 0.0839, 0.0500, 0.0882, 0.0510, -0.3816, 0.0482, -0.1189, 0.0887, 0.0682, 0.0710, 0.0728, 0.0352]}


3.
{"formula": "C5H13N3O", "method": "ωB97M-V/def2-TZVPD", "e_homo_ev": -7.483, "total_charge": 0, "homo_lumo_gap_ev": 8.3, "symbols": ["C", "C", "C", "N", "C", "N", "N", "C", "O", "H", "H", "H", "H", "H", "H", "H", "H", "H", "H", "H", "H", "H"], "xyz": [[1.133644, -0.583627, -0.668693], [1.041912, 0.411362, -1.775012], [0.308799, -1.828039, -0.846508], [0.231611, 0.164628, 0.846951], [-0.992505, 0.891932, 0.706331], [0.159985, -0.710354, 1.979700], [-2.133980, 0.184187, 1.065075], [-0.976674, 2.159649, 0.269846], [1.388296, 0.942855, 0.832300], [2.140667, -0.790495, -0.327966], [1.040857, -1.215363, 1.989023], [0.181197, -0.104628, 2.804985], [-2.970523, 0.420580, 0.558351], [-1.995718, -0.796076, 1.246834], [1.778491, 1.201205, -1.655286], [1.190367, -0.101378, -2.730560], [0.046071, 0.863409, -1.797191], [0.779958, -2.420691, -1.639726], [0.295320, -2.449317, 0.046556], [-0.713210, -1.591841, -1.137943], [-0.037365, 2.635502, 0.053684], [-1.897202, 2.716499, 0.179247]], "forces_ev_per_a": [[-2.25, -0.79, 0.59], [-0.08, 0.25, 0.26], [0.30, -0.24, -0.42], [2.91, -0.42, -1.64], [-0.30, 0.54, -0.29], [-0.24, -0.23, -0.21], [-0.01, -0.10, -0.03], [0.12, -0.47, 0.14], [-0.21, 1.23, 1.37], [-0.22, 0.29, 0.47], [0.05, 0.18, -0.09], [0.04, 0.07, -0.22], [0.05, -0.04, 0.00], [-0.03, 0.02, 0.00], [-0.04, -0.06, -0.02], [0.01, -0.10, 0.09], [0.05, -0.04, -0.01], [-0.13, -0.06, -0.04], [-0.01, 0.05, 0.06], [-0.02, 0.00, -0.06], [0.09, -0.04, 0.04], [-0.08, -0.04, 0.01]], "lowdin_charge": [-0.1838, -0.0665, -0.0832, -0.3208, -0.4148, 0.0917, 0.1014, 0.0614, -0.2731, 0.1268, 0.0881, 0.1066, 0.0902, 0.0706, 0.0866, 0.0937, 0.0777, 0.0886, 0.0674, 0.0821, 0.0520, 0.0573]}


4.
{"formula": "C5H13N3O", "method": "ωB97M-V/def2-TZVPD", "e_homo_ev": [-6.434, -6.433], "total_charge": 0, "homo_lumo_gap_ev": [7.3, 7.3], "symbols": ["C", "C", "C", "O", "H", "H", "H", "H", "H", "H", "H", "H", "C", "C", "N", "N", "N", "H", "H", "H", "H", "H"], "xyz": [[0.694579, -1.658624, 0.923709], [2.113693, -2.123001, 0.796850], [1.287852, 0.856451, -0.518715], [0.271531, -1.000181, 1.858783], [-0.310853, 0.842749, 1.613222], [0.006448, -2.087262, 0.175676], [2.469665, -1.919060, -0.216393], [2.147990, -3.203409, 0.937823], [2.755880, -1.643707, 1.531353], [1.251222, 1.931837, -0.384649], [1.864515, 0.571841, -1.390296], [1.769362, 0.522859, 0.399856], [-2.675951, 1.079935, -0.591080], [-1.243886, 1.076126, -0.161452], [-0.322436, 0.604293, -0.986900], [-0.627909, -0.201553, -1.959048], [-0.870373, 1.525478, 1.082596], [0.155818, -0.241310, -2.613482], [-1.646583, 1.880275, 1.624881], [-3.145122, 0.127504, -0.332165], [-2.716886, 1.170158, -1.675181], [-3.228556, 1.888600, -0.115387]], "forces_ev_per_a": [[-0.43, -0.66, 1.14], [0.06, 0.40, -0.15], [-2.16, 1.20, -0.96], [0.49, -0.44, -0.75], [-0.55, 0.53, -0.22], [-0.10, 0.36, -0.15], [0.03, -0.06, 0.04], [-0.10, -0.08, -0.01], [0.01, 0.04, 0.03], [0.29, 0.26, -0.34], [-0.12, -0.05, -0.13], [-0.84, -0.78, 0.01], [0.44, -0.20, -0.14], [0.55, -0.30, -1.20], [2.03, 0.73, 3.42], [-0.04, -1.15, -1.48], [0.49, -0.01, 0.75], [-0.15, 0.25, 0.13], [0.20, -0.07, -0.08], [-0.07, -0.02, 0.00], [-0.05, 0.01, 0.01], [0.02, 0.05, 0.09]], "lowdin_charge": [-0.3200, -0.0552, 0.0363, -0.0025, 0.0638, 0.1179, 0.0801, 0.0857, 0.0837, 0.0631, 0.0642, 0.0494, -0.0326, -0.4080, -0.2266, -0.0282, 0.1079, 0.0043, 0.0916, 0.0840, 0.0686, 0.0722]}


5.
{"formula": "C5H13N3O", "method": "ωB97M-V/def2-TZVPD", "e_homo_ev": [-8.309, -8.312], "total_charge": 0, "homo_lumo_gap_ev": [8.1, 8.1], "symbols": ["C", "C", "C", "C", "N", "C", "N", "O", "N", "H", "H", "H", "H", "H", "H", "H", "H", "H", "H", "H", "H", "H"], "xyz": [[-1.419477, 0.866713, -0.656358], [-0.140021, -1.784925, -0.543868], [-0.642337, -1.276978, -1.737556], [1.971824, 0.015878, 1.105140], [0.976770, 0.537165, 0.167347], [-0.336887, -0.050470, 0.286843], [0.988026, 1.949331, 0.092954], [-2.708810, 0.442573, -0.391961], [-0.980622, -0.205667, 1.431197], [-2.627291, 0.076036, 0.522655], [1.789163, 2.237387, -0.457368], [1.035333, 2.366371, 1.022533], [-0.629330, -0.972807, 1.994447], [-1.239893, 0.995393, -1.723701], [-1.202338, 1.847522, -0.211222], [-0.781281, -2.441041, 0.027834], [0.902597, -2.075831, -0.515815], [-1.690233, -1.345423, -1.986745], [0.026082, -0.828808, -2.457418], [1.961746, -1.072945, 1.126484], [1.789859, 0.368290, 2.129317], [2.957119, 0.352237, 0.775259]], "forces_ev_per_a": [[1.53, 0.32, 1.82], [-0.65, -1.04, -2.30], [0.92, -1.25, 1.31], [-0.28, 0.25, -0.14], [1.02, -1.26, -0.40], [-2.05, 4.52, -0.36], [-0.11, -0.29, -0.08], [-0.21, -0.55, 0.00], [-0.10, -1.68, -0.68], [-0.01, 0.14, -0.18], [-0.07, -0.07, 0.14], [0.01, -0.09, -0.04], [0.35, 0.40, 0.50], [0.14, -0.44, 0.00], [-0.37, -0.09, -0.15], [-0.13, 0.27, 0.17], [0.15, 0.56, 0.22], [-0.10, 0.18, 0.13], [0.03, 0.14, 0.02], [-0.02, -0.01, -0.08], [0.00, 0.04, 0.01], [-0.04, -0.07, 0.10]], "lowdin_charge": [-0.2479, -0.0850, 0.0444, -0.0838, -0.2414, -0.4680, 0.0373, -0.0984, 0.0731, 0.0692, 0.0879, 0.0919, 0.0464, 0.1031, 0.0896, 0.0937, 0.0837, 0.0866, 0.0877, 0.0691, 0.0807, 0.0802]}